*1*
Below is one molecule with the formula C7H13N3O4, with properties calculated with the ωB97M-V functional and the def2-TZVPD basis.

```
27
C7H13N3O4 | the Open Molecules 2025 dataset | the ωB97M-V functional and the def2-TZVPD basis
C 3.34 0.11 -0.16
C 2.65 -0.90 -1.06
N 1.72 -1.65 -0.25
N 0.41 -1.34 -0.24
C -0.37 -1.63 0.74
N -1.76 -1.55 0.67
C -2.32 -0.71 -0.07
O -3.64 -0.76 -0.22
C -4.50 0.26 -0.55
O -1.71 0.35 -0.82
C -0.59 0.96 -0.48
O 0.23 1.40 -1.21
O -0.49 1.15 0.86
C 0.73 1.90 1.34
H 4.39 -0.02 -0.16
H 3.04 1.03 -0.53
H 2.98 -0.10 0.86
H 2.09 -0.43 -1.86
H 3.31 -1.57 -1.54
H 2.10 -2.02 0.63
H 0.00 -2.32 1.57
H -4.98 0.86 0.35
H -5.35 -0.07 -1.11
H -4.10 1.10 -1.09
H 0.34 2.56 2.04
H 1.25 2.30 0.56
H 1.23 1.08 1.73
```

Results
Multiplicity: 1
LUMO energy: 0.892 eV
HOMO level: -7.832 eV
Kohn-Sham gap: 8.72 eV

Atom-resolved charges from Löwdin, all expressed in e: number 1, C, carries -0.065; number 2, C, carries -0.232; number 3, N, carries -0.087; number 4, N, carries 0.033; number 5, C, carries -0.204; number 6, N, carries 0.170; number 7, C, carries -0.346; number 8, O, carries 0.004; number 9, C, carries -0.095; number 10, O, carries 0.160; number 11, C, carries -0.647; number 12, O, carries 0.139; number 13, O, carries -0.032; number 14, C, carries 0.064; number 15, H, carries 0.057; number 16, H, carries 0.045; number 17, H, carries 0.073; number 18, H, carries 0.113; number 19, H, carries 0.091; number 20, H, carries 0.137; number 21, H, carries 0.135; number 22, H, carries 0.131; number 23, H, carries 0.081; number 24, H, carries 0.083; number 25, H, carries 0.082; number 26, H, carries 0.048; number 27, H, carries 0.063

=====

*2*
Below is a 2-piece molecular cluster, C7H13N3O4 overall, with properties calculated with the ωB97M-V functional and the def2-TZVPD basis.

```
27
C7H13N3O4 | the Open Molecules 2025 dataset | the ωB97M-V functional and the def2-TZVPD basis
C 0.77 -1.84 2.01
O 1.63 -1.71 0.88
C 1.73 -0.48 0.39
N 1.34 0.67 0.99
C 1.66 1.62 0.17
C 1.44 3.07 0.37
O 2.25 1.18 -0.95
N 2.28 -0.25 -0.80
O 2.74 -0.95 -1.69
H 1.01 -2.80 2.45
H -0.27 -1.83 1.68
H 0.94 -1.04 2.72
H 1.92 3.62 -0.43
H 1.84 3.37 1.33
H 0.37 3.28 0.36
C -0.82 -2.47 -1.04
N -1.69 -1.73 -0.51
C -2.11 -0.52 -1.15
C -1.99 0.64 -0.15
O -2.54 1.84 -0.64
H -0.34 -2.27 -2.00
H -0.53 -3.37 -0.53
H -3.17 -0.65 -1.41
H -1.55 -0.29 -2.06
H -0.94 0.86 0.04
H -2.46 0.34 0.80
H -3.48 1.71 -0.82
```

Results
Multiplicity: 1
LUMO energy: 0.747 eV
HOMO level: -8.150 eV
Kohn-Sham gap: 8.90 eV

Atom-resolved charges from Löwdin, all expressed in e: number 1, C, carries -0.052; number 2, O, carries -0.015; number 3, C, carries -0.347; number 4, N, carries 0.206; number 5, C, carries -0.383; number 6, C, carries 0.026; number 7, O, carries 0.154; number 8, N, carries -0.177; number 9, O, carries 0.005; number 10, H, carries 0.096; number 11, H, carries 0.075; number 12, H, carries 0.088; number 13, H, carries 0.091; number 14, H, carries 0.093; number 15, H, carries 0.091; number 16, C, carries -0.049; number 17, N, carries -0.038; number 18, C, carries -0.231; number 19, C, carries -0.265; number 20, O, carries -0.069; number 21, H, carries 0.088; number 22, H, carries 0.072; number 23, H, carries 0.121; number 24, H, carries 0.120; number 25, H, carries 0.089; number 26, H, carries 0.122; number 27, H, carries 0.087

=====

Which structure is most stable, and how do the rest compare? From most to least stable: *1*, *2*.

=====

*1*
Below is a 2-piece molecular cluster, C2H3ClN3O overall, with properties calculated with the ωB97M-V functional and the def2-TZVPD basis.

```
10
C2H3ClN3O | the Open Molecules 2025 dataset | the ωB97M-V functional and the def2-TZVPD basis
C -0.09 1.26 0.44
C -0.77 1.72 -0.53
N 0.54 -0.27 0.40
N -1.33 -1.27 -0.15
N -0.20 -1.21 0.13
O -2.15 -2.18 -0.06
Cl 3.32 -0.79 -0.22
H 0.27 1.88 1.25
H -1.15 1.21 -1.39
H 1.55 -0.36 0.13
```

Results
Multiplicity: 1
LUMO energy (alpha / beta): 1.652 / 1.644 eV
Charge: -1
HOMO level (alpha / beta): -4.580 / -4.569 eV
Kohn-Sham gap (alpha / beta): 6.23 / 6.21 eV

Atom-resolved charges from Löwdin, all expressed in e: number 1, C, carries -0.232; number 2, C, carries 0.009; number 3, N, carries 0.016; number 4, N, carries -0.125; number 5, N, carries 0.008; number 6, O, carries -0.069; number 7, Cl, carries -0.465; number 8, H, carries 0.052; number 9, H, carries -0.015; number 10, H, carries -0.179

=====

*2*
Below is C2H3ClN3O as an isolated structure, with properties calculated with the ωB97M-V functional and the def2-TZVPD basis.

```
10
C2H3ClN3O | the Open Molecules 2025 dataset | the ωB97M-V functional and the def2-TZVPD basis
C 0.07 0.17 -0.02
C -1.28 -0.14 0.00
N 0.72 -1.01 0.06
N -1.36 -1.48 0.04
N -0.17 -2.01 0.01
O -2.39 -2.16 -0.05
Cl 3.57 -0.83 -0.02
H 0.73 0.97 -0.06
H -2.18 0.52 -0.10
H 1.85 -0.95 0.11
```

Results
Multiplicity: 1
LUMO energy: 3.890 eV
Charge: -1
HOMO level: -4.803 eV
Kohn-Sham gap: 8.69 eV

Atom-resolved charges from Löwdin, all expressed in e: number 1, C, carries -0.116; number 2, C, carries -0.075; number 3, N, carries -0.065; number 4, N, carries -0.390; number 5, N, carries 0.092; number 6, O, carries -0.138; number 7, Cl, carries -0.351; number 8, H, carries 0.084; number 9, H, carries 0.125; number 10, H, carries -0.165

=====

Which structure is most stable, and how do the rest compare? From most to least stable: *2*, *1*.

=====

*1*
Below is one molecule with the formula C7H7Cl, with properties calculated with the ωB97M-V functional and the def2-TZVPD basis.

```
15
C7H7Cl | the Open Molecules 2025 dataset | the ωB97M-V functional and the def2-TZVPD basis
C 0.37 2.31 0.53
C -0.35 1.32 0.30
C -0.76 -0.01 -0.29
C -2.23 -0.06 -0.73
C 0.02 -1.08 -0.02
C 1.19 -1.16 0.61
C 2.32 -0.46 0.44
Cl 2.61 0.42 -0.98
H 0.72 3.34 0.71
H -3.00 0.34 0.04
H -2.37 0.44 -1.74
H -2.53 -1.17 -1.18
H -0.59 -1.93 -0.41
H 1.42 -1.89 1.50
H 3.18 -0.42 1.22
```

Results
Multiplicity: 1
LUMO energy: 0.437 eV
HOMO level: -8.562 eV
Kohn-Sham gap: 9.00 eV

Atom-resolved charges from Löwdin, all expressed in e: number 1, C, carries 0.084; number 2, C, carries -0.095; number 3, C, carries -0.293; number 4, C, carries -0.092; number 5, C, carries -0.157; number 6, C, carries -0.248; number 7, C, carries -0.583; number 8, Cl, carries 0.652; number 9, H, carries 0.049; number 10, H, carries 0.103; number 11, H, carries 0.080; number 12, H, carries 0.120; number 13, H, carries 0.126; number 14, H, carries 0.154; number 15, H, carries 0.102

=====

*2*
Below is one molecule with the formula C7H7Cl, with properties calculated with the ωB97M-V functional and the def2-TZVPD basis.

```
15
C7H7Cl | the Open Molecules 2025 dataset | the ωB97M-V functional and the def2-TZVPD basis
C 2.27 -0.87 -0.87
C 1.83 -0.13 0.06
C 0.95 0.58 1.06
C -0.46 0.72 0.35
C -0.73 1.87 -0.54
C -1.37 -0.51 0.12
C -0.90 -1.76 0.24
Cl -3.15 -0.19 -0.10
H 2.66 -1.35 -1.75
H 0.62 -0.14 1.92
H 1.34 1.61 1.28
H -1.61 1.92 -1.36
H -0.13 2.73 -0.72
H -1.59 -2.53 0.15
H 0.28 -1.96 0.17
```

Results
Multiplicity: 1
LUMO energy: 0.118 eV
HOMO level: -8.971 eV
Kohn-Sham gap: 9.09 eV

Atom-resolved charges from Löwdin, all expressed in e: number 1, C, carries 0.103; number 2, C, carries -0.141; number 3, C, carries -0.173; number 4, C, carries -0.271; number 5, C, carries 0.056; number 6, C, carries -0.655; number 7, C, carries -0.022; number 8, Cl, carries 0.571; number 9, H, carries 0.028; number 10, H, carries 0.144; number 11, H, carries 0.119; number 12, H, carries 0.090; number 13, H, carries 0.023; number 14, H, carries 0.026; number 15, H, carries 0.100

=====

Which structure is most stable, and how do the rest compare? From most to least stable: *1*, *2*.